Entry 1:
{"formula": "C20H20F33NO8P2S", "method": "ωB97M-V/def2-TZVPD", "multiplicity": 1, "e_lumo_ha": 0.0001, "gap_ev": 11.08, "largest_force_ev_per_a": 3.6, "symbols": ["O", "P", "N", "P", "O", "S", "O", "O", "F", "H", "H", "H", "H", "C", "C", "C", "F", "F", "F", "F", "O", "C", "C", "F", "F", "F", "F", "H", "H", "H", "H", "C", "C", "C", "F", "F", "F", "F", "O", "C", "C", "F", "F", "F", "F", "H", "H", "H", "H", "C", "C", "C", "F", "F", "F", "F", "O", "C", "C", "F", "F", "F", "F", "H", "H", "H", "H", "C", "C", "C", "F", "F", "F", "F", "O", "C", "C", "F", "F", "F", "F", "H", "H", "H", "H"], "coordinates": [[-0.01, 8.26, 3.31], [-0.33, 6.85, 3.29], [1.19, 5.92, 3.18], [0.94, 4.20, 3.51], [-0.34, 3.93, 4.15], [1.80, 6.06, 1.63], [2.96, 5.29, 1.62], [1.95, 7.37, 1.26], [0.76, 5.36, 0.71], [-0.99, 6.52, 4.47], [-1.08, 6.61, 2.13], [1.04, 3.47, 2.31], [2.03, 3.81, 4.29], [1.65, 1.43, -2.41], [0.85, 1.48, -1.10], [1.46, 2.25, 0.07], [2.62, 1.72, 0.47], [0.60, 2.17, 1.14], [0.55, 0.22, -0.72], [-0.33, 2.10, -1.39], [2.40, 0.26, -2.67], [3.67, 0.10, -2.20], [3.76, -1.09, -1.24], [2.93, -0.92, -0.18], [5.02, -1.20, -0.78], [4.13, 1.23, -1.65], [4.46, -0.16, -3.26], [0.90, 1.43, -3.20], [2.23, 2.34, -2.57], [1.62, 3.29, -0.18], [3.48, -2.01, -1.76], [1.17, -3.55, -4.59], [1.81, -4.84, -4.05], [0.88, -6.02, -3.72], [0.01, -5.71, -2.75], [1.63, -7.06, -3.28], [2.58, -4.54, -2.98], [2.65, -5.29, -5.02], [0.96, -2.49, -3.68], [-0.19, -2.43, -2.93], [0.11, -2.52, -1.44], [0.72, -3.68, -1.13], [-1.04, -2.47, -0.73], [-1.08, -3.34, -3.33], [-0.73, -1.21, -3.16], [1.90, -3.15, -5.29], [0.28, -3.76, -5.19], [0.34, -6.34, -4.61], [0.75, -1.70, -1.12], [-4.38, 0.10, -1.80], [-4.08, 0.81, -3.14], [-3.36, 2.16, -3.07], [-4.08, 3.09, -2.41], [-3.17, 2.62, -4.33], [-5.23, 0.92, -3.84], [-3.27, -0.02, -3.84], [-5.69, 0.22, -1.27], [-6.02, 1.28, -0.47], [-7.13, 2.12, -1.10], [-6.73, 2.62, -2.28], [-7.41, 3.16, -0.28], [-4.95, 2.01, -0.14], [-6.51, 0.76, 0.68], [-4.29, -0.96, -2.03], [-3.62, 0.30, -1.05], [-2.39, 2.05, -2.59], [-8.03, 1.53, -1.25], [1.05, -2.17, 3.14], [1.63, -0.91, 3.80], [3.07, -0.97, 4.31], [3.22, -1.89, 5.28], [3.41, 0.23, 4.84], [0.80, -0.51, 4.79], [1.61, 0.07, 2.85], [0.22, -3.00, 3.92], [0.75, -3.99, 4.71], [0.45, -3.75, 6.18], [0.97, -2.58, 6.59], [1.01, -4.73, 6.92], [2.06, -4.15, 4.47], [0.15, -5.14, 4.35], [0.38, -1.80, 2.36], [1.81, -2.74, 2.61], [3.76, -1.19, 3.49], [-0.63, -3.74, 6.36]], "lowdin_charge": [-0.39, 0.64, -0.42, 0.65, -0.40, 0.41, -0.24, -0.18, -0.15, 0.04, 0.04, 0.01, 0.04, -0.03, -0.42, -0.29, 0.11, 0.03, 0.11, 0.11, 0.04, -0.55, -0.28, 0.09, 0.11, 0.16, 0.16, 0.15, 0.15, 0.15, 0.17, -0.04, -0.44, -0.30, 0.10, 0.10, 0.13, 0.11, 0.04, -0.54, -0.29, 0.10, 0.10, 0.16, 0.14, 0.15, 0.15, 0.17, 0.13, -0.04, -0.44, -0.30, 0.10, 0.09, 0.14, 0.10, 0.05, -0.56, -0.29, 0.10, 0.10, 0.15, 0.15, 0.15, 0.15, 0.15, 0.18, -0.04, -0.44, -0.30, 0.10, 0.09, 0.14, 0.09, 0.05, -0.55, -0.29, 0.10, 0.10, 0.15, 0.15, 0.15, 0.15, 0.17, 0.18]}

Entry 2:
{"formula": "C20H20F6N5O4S", "method": "ωB97M-V/def2-TZVPD", "total_charge": 1, "multiplicity": 1, "e_lumo_ha": -0.1951, "gap_ev": 4.51, "largest_force_ev_per_a": 1.8, "symbols": ["O", "N", "O", "C", "C", "C", "C", "S", "O", "O", "C", "F", "F", "C", "F", "F", "F", "C", "N", "C", "F", "H", "H", "H", "H", "H", "N", "C", "C", "C", "C", "H", "H", "H", "H", "H", "N", "C", "C", "C", "C", "H", "H", "H", "H", "H", "N", "C", "C", "C", "C", "H", "H", "H", "H", "H"], "coordinates": [[-0.53, -3.50, 2.68], [-0.02, -3.51, 1.65], [0.25, -2.13, 1.19], [-0.66, -1.83, 0.16], [-1.84, -1.02, 0.68], [-3.10, -1.20, 0.12], [-4.20, -0.46, 0.59], [-5.79, -0.74, -0.16], [-6.45, 0.53, -0.19], [-5.64, -1.45, -1.38], [-6.67, -1.77, 1.10], [-6.54, -1.11, 2.26], [-7.94, -1.82, 0.76], [-6.09, -3.22, 1.27], [-6.90, -4.10, 0.74], [-5.93, -3.49, 2.55], [-4.90, -3.31, 0.68], [-4.03, 0.46, 1.59], [-2.80, 0.63, 2.12], [-1.75, -0.08, 1.70], [-0.64, 0.17, 2.31], [-0.18, -1.32, -0.67], [-1.08, -2.76, -0.24], [-3.24, -1.91, -0.68], [-4.84, 1.07, 1.96], [-2.68, 1.31, 2.86], [2.81, -0.70, -2.99], [2.68, -1.74, -2.10], [2.53, -2.89, -2.83], [2.58, -2.54, -4.21], [2.75, -1.18, -4.27], [2.94, 0.26, -2.75], [2.72, -1.57, -1.04], [2.42, -3.88, -2.42], [2.51, -3.20, -5.05], [2.84, -0.52, -5.12], [1.58, 1.83, -0.86], [1.83, 3.00, -1.55], [1.46, 4.04, -0.75], [0.99, 3.50, 0.48], [1.07, 2.14, 0.38], [1.74, 0.90, -1.20], [2.23, 2.98, -2.55], [1.54, 5.09, -1.00], [0.63, 4.05, 1.33], [0.83, 1.35, 1.07], [4.45, 2.52, 0.49], [5.32, 3.57, 0.57], [6.27, 3.25, 1.51], [5.96, 1.96, 2.00], [4.83, 1.53, 1.35], [3.64, 2.48, -0.12], [5.19, 4.45, -0.03], [7.09, 3.88, 1.80], [6.50, 1.40, 2.75], [4.27, 0.61, 1.43]], "nbo_charge": [-0.18, 0.43, -0.46, -0.12, -0.12, -0.03, -0.38, 2.13, -0.88, -0.87, 0.38, -0.30, -0.26, 0.92, -0.27, -0.29, -0.32, 0.13, -0.46, 0.69, -0.23, 0.24, 0.22, 0.28, 0.28, 0.47, -0.52, -0.11, -0.28, -0.30, -0.06, 0.40, 0.21, 0.23, 0.23, 0.22, -0.53, -0.09, -0.29, -0.28, -0.11, 0.41, 0.23, 0.24, 0.23, 0.20, -0.52, -0.07, -0.30, -0.30, -0.08, 0.41, 0.21, 0.23, 0.22, 0.19]}

Entry 3:
{"formula": "C20H20MgN2O4S2Se3Te", "method": "ωB97M-V/def2-TZVPD", "total_charge": -2, "multiplicity": 1, "e_lumo_ha": 0.1403, "gap_ev": 4.63, "largest_force_ev_per_a": 0.6, "symbols": ["Mg", "O", "C", "C", "C", "C", "C", "C", "C", "O", "N", "N", "C", "S", "C", "C", "S", "H", "H", "H", "H", "H", "H", "H", "H", "H", "Se", "Se", "Te", "Se", "C", "C", "C", "C", "C", "C", "C", "C", "C", "C", "O", "O", "H", "H", "H", "H", "H", "H", "H", "H", "H", "H", "H"], "coordinates": [[-1.63, 0.08, 1.36], [2.87, -0.08, 4.67], [1.81, -0.09, 5.49], [2.04, -0.13, 6.86], [0.99, -0.14, 7.76], [-0.32, -0.11, 7.30], [-0.56, -0.08, 5.94], [0.48, -0.07, 5.02], [0.12, -0.02, 3.57], [-1.09, -0.10, 3.25], [1.14, 0.10, 2.72], [0.71, 0.20, 1.40], [1.66, 0.23, 0.55], [3.35, 0.08, 1.13], [4.05, -0.15, -0.52], [3.27, 0.72, -1.47], [1.49, 0.44, -1.19], [2.49, -0.01, 3.74], [3.07, -0.16, 7.21], [1.20, -0.17, 8.83], [-1.15, -0.11, 8.00], [-1.57, -0.05, 5.54], [3.98, -1.20, -0.80], [5.11, 0.14, -0.46], [3.46, 0.47, -2.51], [3.49, 1.78, -1.30], [-2.97, -2.23, 1.25], [-4.66, -1.29, 2.57], [-5.28, 0.95, 1.61], [-3.20, 2.30, 1.92], [0.19, -0.37, -6.86], [-0.38, -0.22, -5.47], [-0.40, -1.30, -4.59], [-0.92, -1.17, -3.30], [-0.94, -2.35, -2.36], [-1.43, 0.06, -2.90], [-1.46, 1.14, -3.78], [-2.09, 2.44, -3.35], [-0.93, 0.99, -5.05], [-2.01, 0.21, -1.51], [-3.22, 0.33, -1.40], [-1.14, 0.21, -0.56], [0.87, -1.22, -6.92], [0.73, 0.53, -7.15], [-0.61, -0.52, -7.60], [0.01, -2.26, -4.90], [-0.69, -3.27, -2.88], [-1.93, -2.45, -1.90], [-0.24, -2.19, -1.54], [-1.77, 2.73, -2.35], [-3.18, 2.32, -3.30], [-1.85, 3.24, -4.05], [-0.94, 1.83, -5.74]], "nbo_charge": [1.68, -0.72, 0.43, -0.33, -0.20, -0.28, -0.14, -0.23, 0.62, -0.81, -0.55, -0.39, -0.07, 0.23, -0.54, -0.55, 0.35, 0.51, 0.20, 0.19, 0.20, 0.25, 0.21, 0.21, 0.22, 0.21, -0.75, -0.26, 0.13, -0.88, -0.62, -0.04, -0.24, 0.03, -0.65, -0.15, 0.12, -0.66, -0.27, 0.78, -0.65, -0.92, 0.20, 0.20, 0.20, 0.19, 0.19, 0.25, 0.24, 0.24, 0.24, 0.19, 0.18]}

Entry 4:
{"formula": "C20H20N2O4S", "method": "ωB97M-V/def2-TZVPD", "smiles": "CCOc1ccc(Cc2nnc(SCC(=O)c3ccc(OC)cc3)o2)cc1", "multiplicity": 1, "e_lumo_ha": 0.0146, "gap_ev": 8.66, "largest_force_ev_per_a": 1.6, "symbols": ["C", "C", "O", "C", "C", "C", "C", "C", "C", "N", "N", "C", "S", "C", "C", "O", "C", "C", "C", "C", "O", "C", "C", "C", "O", "C", "C", "H", "H", "H", "H", "H", "H", "H", "H", "H", "H", "H", "H", "H", "H", "H", "H", "H", "H", "H", "H"], "coordinates": [[-4.30, 0.70, -3.73], [-3.27, 1.45, -2.89], [-1.94, 1.13, -3.25], [-1.38, -0.04, -2.83], [-1.99, -0.98, -2.00], [-1.29, -2.11, -1.61], [0.01, -2.33, -2.03], [0.81, -3.49, -1.48], [1.18, -3.03, -0.12], [2.13, -2.21, 0.19], [1.97, -1.88, 1.48], [0.92, -2.52, 1.89], [0.14, -2.31, 3.43], [0.30, -0.49, 3.40], [-0.31, 0.03, 2.10], [-1.13, -0.62, 1.49], [0.19, 1.32, 1.60], [0.86, 2.25, 2.39], [1.30, 3.44, 1.85], [1.10, 3.72, 0.50], [1.51, 4.85, -0.13], [2.21, 5.82, 0.60], [0.44, 2.78, -0.30], [-0.02, 1.61, 0.25], [0.37, -3.29, 0.93], [0.61, -1.39, -2.87], [-0.08, -0.27, -3.27], [-4.14, 0.92, -4.78], [-4.22, -0.38, -3.59], [-5.30, 1.01, -3.45], [-3.35, 2.52, -3.07], [-3.44, 1.27, -1.82], [-2.99, -0.84, -1.63], [-1.76, -2.81, -0.94], [1.70, -3.68, -2.07], [0.20, -4.40, -1.41], [-0.26, -0.12, 4.26], [1.35, -0.24, 3.49], [1.01, 2.07, 3.44], [1.80, 4.15, 2.49], [1.60, 6.23, 1.42], [2.44, 6.61, -0.11], [3.14, 5.42, 1.01], [0.29, 3.00, -1.34], [-0.52, 0.88, -0.36], [1.63, -1.54, -3.19], [0.38, 0.47, -3.91]], "nbo_charge": [-0.64, -0.06, -0.50, 0.29, -0.26, -0.19, -0.05, -0.47, 0.48, -0.30, -0.32, 0.28, 0.29, -0.63, 0.58, -0.55, -0.23, -0.13, -0.33, 0.34, -0.48, -0.25, -0.27, -0.07, -0.41, -0.18, -0.25, 0.21, 0.21, 0.21, 0.19, 0.17, 0.21, 0.22, 0.25, 0.24, 0.25, 0.25, 0.21, 0.22, 0.18, 0.20, 0.18, 0.23, 0.23, 0.22, 0.22]}

Entry 5:
{"formula": "C20H20N2O4S", "method": "ωB97M-V/def2-TZVPD", "multiplicity": 1, "e_lumo_ha": 0.0108, "gap_ev": 8.20, "largest_force_ev_per_a": 19.5, "symbols": ["C", "C", "C", "C", "O", "N", "C", "C", "C", "C", "C", "C", "S", "H", "H", "H", "H", "C", "H", "H", "C", "O", "N", "H", "C", "C", "C", "C", "C", "C", "C", "H", "O", "C", "O", "H", "H", "H", "H", "H", "H", "H", "H", "H", "H", "H", "H"], "coordinates": [[-3.59, -3.27, 0.30], [-2.29, -3.62, 0.85], [-1.75, -2.66, 1.77], [-1.37, -1.20, 1.09], [-1.48, -0.83, -0.07], [-0.82, -0.19, 1.85], [-0.52, -0.38, 3.23], [0.12, 0.44, 3.88], [0.25, 0.36, 5.23], [-0.53, -0.50, 6.07], [-1.54, -1.42, 5.20], [-1.66, -1.20, 3.83], [-2.71, -2.08, 3.23], [-2.15, -2.05, 5.87], [-0.54, -0.47, 7.08], [1.20, 0.85, 5.75], [1.00, 1.07, 3.47], [-0.56, 1.07, 1.25], [-0.96, 1.78, 2.05], [-1.30, 1.11, 0.39], [0.72, 1.26, 0.66], [1.73, 1.72, 1.10], [0.93, 0.34, -0.47], [0.29, -0.17, -0.88], [1.94, 0.48, -1.22], [2.06, 1.20, -2.33], [2.23, 2.74, -2.22], [1.87, 3.32, -3.51], [1.99, 2.75, -4.71], [1.89, 1.34, -4.69], [1.85, 0.55, -3.67], [1.86, -0.37, -3.72], [1.65, 0.95, -6.04], [1.66, 2.31, -6.74], [1.76, 3.35, -5.91], [2.31, 2.06, -7.59], [0.49, 2.35, -7.30], [2.21, 4.30, -3.40], [2.24, 3.06, -1.39], [3.00, 0.76, -0.62], [2.61, -0.69, -1.24], [-0.50, -3.10, 1.94], [-1.49, -3.61, -0.21], [-2.15, -4.45, 1.25], [-4.36, -3.06, 0.98], [-4.05, -3.96, -0.25], [-3.55, -2.23, -0.15]], "nbo_charge": [-0.63, -0.39, -0.39, 0.70, -0.66, -0.43, 0.20, -0.31, -0.19, -0.19, -0.17, -0.41, 0.48, 0.22, 0.21, 0.22, 0.26, -0.35, 0.24, 0.28, 0.67, -0.56, -0.66, 0.40, -0.21, 0.01, -0.14, -0.25, 0.20, 0.27, -0.26, 0.20, -0.51, 0.23, -0.45, 0.18, 0.13, 0.21, 0.16, 0.24, 0.13, 0.24, 0.20, 0.20, 0.21, 0.22, 0.23]}

Entry 6:
{"formula": "C20H20N2O4S", "method": "ωB97M-V/def2-TZVPD", "multiplicity": 1, "e_lumo_ha": 0.0052, "gap_ev": 7.87, "largest_force_ev_per_a": 18.7, "symbols": ["C", "H", "O", "C", "C", "C", "C", "C", "C", "H", "N", "C", "O", "C", "N", "C", "C", "C", "C", "C", "C", "C", "C", "S", "H", "H", "H", "H", "H", "C", "H", "H", "C", "C", "O", "O", "H", "H", "H", "H", "H", "H", "H", "H", "H", "H", "H"], "coordinates": [[4.14, -4.02, -0.79], [4.66, -3.27, -0.13], [3.03, -4.66, -0.33], [2.14, -4.05, 0.31], [1.33, -4.80, 0.83], [0.11, -4.34, 1.58], [-0.02, -3.00, 1.74], [0.95, -2.15, 0.85], [2.05, -2.78, 0.26], [2.79, -2.05, -0.07], [0.69, -0.86, 0.86], [-0.20, -0.04, 1.13], [-0.99, -0.18, 1.84], [-0.11, 1.51, 0.78], [-1.13, 1.93, -0.02], [-2.09, 2.81, 0.54], [-3.06, 2.88, -0.33], [-2.91, 1.69, -1.21], [-1.81, 1.26, -1.06], [-1.14, -0.03, -1.45], [-1.56, -1.22, -1.83], [-0.84, -2.28, -2.27], [0.37, -1.63, -2.62], [0.49, -0.04, -2.00], [1.30, -2.05, -3.36], [-1.03, -3.06, -2.60], [-2.46, -1.38, -1.37], [-3.70, 1.38, -2.20], [-4.01, 3.37, -0.34], [-1.90, 3.93, 1.58], [-2.94, 4.11, 1.85], [-1.15, 3.53, 2.18], [-1.36, 5.23, 0.94], [0.25, 5.09, 0.54], [1.01, 4.34, 1.03], [0.21, 5.86, -0.58], [1.40, 5.86, -0.93], [-1.46, 5.93, 1.95], [-1.94, 5.54, 0.09], [0.02, 2.00, 1.68], [0.83, 1.70, 0.32], [1.51, -0.51, 0.62], [-0.88, -2.55, 2.05], [-0.61, -4.93, 2.02], [1.24, -6.08, 0.75], [4.90, -4.63, -1.23], [3.87, -3.34, -1.60]], "nbo_charge": [-0.26, 0.17, -0.47, 0.26, -0.25, -0.16, -0.27, 0.26, -0.37, 0.21, -0.61, 0.70, -0.55, -0.28, -0.37, 0.18, -0.31, -0.19, 0.07, -0.25, -0.22, -0.23, -0.40, 0.43, 0.25, 0.18, 0.22, 0.22, 0.22, -0.45, 0.24, 0.23, -0.49, 0.83, -0.59, -0.66, 0.47, 0.22, 0.23, 0.23, 0.17, 0.39, 0.22, 0.21, 0.21, 0.20, 0.16]}